1.
Here is the ion C4H6N2O with charge +2 at a distorted geometry from OMol25. Energies are from ωB97M-V with the def2-TZVPD basis set.

Geometry as XYZ:
```
13
C4H6N2O ωB97M-V with the def2-TZVPD basis set
C -2.291 1.443 1.925
C -0.345 -0.502 -0.132
C 1.795 -0.207 -1.201
C 0.453 -0.890 -1.189
N -0.913 -0.047 0.801
N -1.438 0.497 1.950
O -2.882 2.376 2.020
H 1.600 0.904 -1.053
H 2.274 -0.293 -2.196
H 2.448 -0.726 -0.342
H 0.585 -1.939 -1.146
H -0.166 -0.646 -2.184
H -1.119 0.031 2.747
```

Summary:
Total energy: -9243.648 eV
HOMO (alpha / beta): -0.6429 / -0.7946 Eh
Charge: +2
Energy above the lowest of the compared OMol25 structures with the same formula, charge and spin: 79.35 kcal/mol
Spin multiplicity: 3
Max |F|: 7.48 eV/Å

2.
Here is the molecule C4H6N2O2 at a distorted geometry from OMol25. Energies are from ωB97M-V with the def2-TZVPD basis set.

Geometry as XYZ:
```
14
C4H6N2O2 ωB97M-V with the def2-TZVPD basis set
C -0.346 1.798 0.028
C -0.013 0.370 -0.077
C 2.986 -0.378 0.417
C -1.394 -0.407 0.182
H -1.447 1.876 -0.004
H 0.113 2.175 0.866
H 0.286 2.280 -0.768
H 3.900 0.344 0.578
H 3.161 -1.324 1.024
H -3.376 -0.432 0.021
N 0.959 -0.481 -0.360
N 2.200 0.086 -0.436
O -2.565 0.331 0.143
O -1.453 -1.638 -0.074
```

Summary:
Total energy: -11316.506 eV
HOMO: -0.3473 Eh
Charge: 0
Energy above the lowest of the compared OMol25 structures with the same formula, charge and spin: 104.60 kcal/mol
SMILES: C=N/N=C(\C)C(=O)O
Max |F|: 6.00 eV/Å

3.
Here is a cluster of 2 separate species, C4H6N2O2 in total at a distorted geometry from OMol25. Energies are from ωB97M-V with the def2-TZVPD basis set.

Geometry as XYZ:
```
14
C4H6N2O2 ωB97M-V with the def2-TZVPD basis set
C 0.310 -0.527 -1.538
C 1.017 -0.873 -0.401
C 1.024 -0.643 1.005
C 0.279 0.307 1.628
H -0.884 1.252 -1.193
H -0.420 0.995 -2.955
H 0.425 -1.426 -2.418
H 1.308 -2.143 -0.517
H 0.643 0.393 2.677
H -1.992 1.848 0.874
N -0.981 0.146 -1.804
N -0.810 0.606 1.063
O 1.569 -1.517 1.668
O -1.488 1.582 1.912
```

Summary:
Total energy: -11310.757 eV
HOMO: -0.3534 Eh
Charge: 0
Energy above the lowest of the compared OMol25 structures with the same formula, charge and spin: 237.19 kcal/mol
Max |F|: 9.45 eV/Å

4.
Here is the molecule C4H6N2O2 at a distorted geometry from OMol25. Energies are from ωB97M-V with the def2-TZVPD basis set.

Geometry as XYZ:
```
14
C4H6N2O2 ωB97M-V with the def2-TZVPD basis set
C 0.871 1.330 0.706
C -2.023 -0.351 0.002
C 1.339 -0.134 0.552
C -0.529 0.391 -0.825
N -0.019 1.557 -0.140
N 0.456 -0.748 -0.493
O -1.793 -1.455 0.420
O -2.909 0.440 0.067
H 1.343 1.992 1.294
H 2.357 -0.298 0.285
H 1.120 -0.560 1.503
H -0.883 0.460 -1.873
H 1.027 -1.035 -1.245
H -0.357 -1.589 -0.252
```

Summary:
Total energy: -11318.160 eV
HOMO: -0.3136 Eh
Charge: 0
Energy above the lowest of the compared OMol25 structures with the same formula, charge and spin: 66.45 kcal/mol
SMILES: O=C([O-])[C@H]1N=CC[NH2+]1
Max |F|: 5.82 eV/Å

5.
Here is a structure of composition C4H6N2O2 at a distorted geometry from OMol25. Energies are from ωB97M-V with the def2-TZVPD basis set.

Geometry as XYZ:
```
14
C4H6N2O2 ωB97M-V with the def2-TZVPD basis set
C 1.261 -1.153 0.022
C -0.055 -1.086 -0.529
C -1.195 -0.562 0.067
C -0.423 2.304 -0.044
H 2.530 -1.085 1.270
H 0.112 -1.812 -1.281
H -2.209 -0.559 -0.665
H -1.448 -0.420 1.259
H -0.155 3.283 0.584
H -1.825 2.492 -0.052
N -0.496 0.272 -0.862
N 0.403 1.048 -0.349
O 1.457 -1.032 1.356
O 2.043 -1.690 -0.777
```

Summary:
Total energy: -11311.954 eV
HOMO: -0.3325 Eh
Charge: 0
Energy above the lowest of the compared OMol25 structures with the same formula, charge and spin: 209.58 kcal/mol
Max |F|: 12.66 eV/Å

6.
Here is the molecule C4H6N2O2 at a distorted geometry from OMol25. Energies are from ωB97M-V with the def2-TZVPD basis set.

Geometry as XYZ:
```
14
C4H6N2O2 ωB97M-V with the def2-TZVPD basis set
C 2.275 0.878 -0.104
C 1.199 -0.246 -0.032
C -1.819 -1.035 -0.142
C -2.610 0.159 -0.192
H 2.653 0.891 -1.124
H 3.098 0.785 0.636
H 1.927 1.947 0.104
H 0.019 0.912 1.360
H -1.449 -1.273 -1.155
H -2.450 -1.853 0.118
N 0.060 0.040 0.710
N -3.372 1.017 -0.374
O 1.274 -1.237 -0.705
O -0.806 -0.983 0.901
```

Summary:
Total energy: -11317.997 eV
HOMO: -0.3801 Eh
Charge: 0
Energy above the lowest of the compared OMol25 structures with the same formula, charge and spin: 70.22 kcal/mol
SMILES: CC(=O)NOCC#N
Max |F|: 3.06 eV/Å

7.
Here is the molecule C4H6N2O2 at a distorted geometry from OMol25. Energies are from ωB97M-V with the def2-TZVPD basis set.

Geometry as XYZ:
```
14
C4H6N2O2 ωB97M-V with the def2-TZVPD basis set
C -0.827 1.584 0.061
C 0.097 0.513 -0.144
C -1.528 -1.361 -0.023
C 2.326 -0.198 -0.122
H -1.265 1.183 1.091
H -0.311 2.491 0.212
H -1.617 1.627 -0.750
H 0.507 -1.470 0.134
H -1.459 -2.382 0.184
H 3.356 0.303 -0.175
N -0.316 -0.815 -0.186
N 1.374 0.751 -0.177
O -2.615 -0.756 -0.149
O 2.279 -1.469 0.043
```

Summary:
Total energy: -11319.560 eV
HOMO: -0.3836 Eh
Charge: 0
Energy above the lowest of the compared OMol25 structures with the same formula, charge and spin: 34.16 kcal/mol
SMILES: C/C(=N/C=O)NC=O
Max |F|: 5.20 eV/Å

8.
Here is the molecule C4H6N2O2 at a distorted geometry from OMol25. Energies are from ωB97M-V with the def2-TZVPD basis set.

Geometry as XYZ:
```
14
C4H6N2O2 ωB97M-V with the def2-TZVPD basis set
C -1.008 1.460 0.076
C -1.860 -0.810 -0.203
C 1.520 -0.953 0.094
C 2.622 -0.079 -0.055
H -1.583 2.242 0.383
H -0.283 1.783 -0.777
H -0.721 1.323 1.179
H -2.769 -1.262 -0.338
H 1.454 -1.250 1.206
H 1.654 -1.841 -0.724
N -0.630 -1.411 -0.215
N 3.464 0.735 -0.424
O -2.115 0.476 -0.354
O 0.254 -0.414 0.149
```

Summary:
Total energy: -11314.111 eV
HOMO: -0.3312 Eh
Charge: 0
Energy above the lowest of the compared OMol25 structures with the same formula, charge and spin: 159.83 kcal/mol
SMILES: CO/C=N\OCC#N
Max |F|: 9.60 eV/Å

9.
Here is a cluster of 2 separate species, C4H6N2O2 in total at a distorted geometry from OMol25. Energies are from ωB97M-V with the def2-TZVPD basis set.

Geometry as XYZ:
```
14
C4H6N2O2 ωB97M-V with the def2-TZVPD basis set
C -1.502 0.834 -1.276
C 1.995 -0.078 -0.150
C 1.286 -0.307 0.831
N 0.663 -0.126 2.010
O -1.892 0.213 -0.056
O 2.900 -0.302 -1.075
C -1.524 -0.976 0.345
N -1.684 -1.983 0.896
H 2.731 0.239 -1.857
H 1.195 0.307 2.754
H 0.153 -0.952 2.310
H -1.781 0.125 -2.064
H -1.987 1.711 -1.701
H -0.553 1.294 -0.966
```

Summary:
Total energy: -11315.161 eV
HOMO: -0.3108 Eh
Charge: 0
Energy above the lowest of the compared OMol25 structures with the same formula, charge and spin: 135.61 kcal/mol
SMILES: COC#N.NC#CO
Max |F|: 2.56 eV/Å

10.
Here is the molecule C4H6N2O2 at a distorted geometry from OMol25. Energies are from ωB97M-V with the def2-TZVPD basis set.

Geometry as XYZ:
```
14
C4H6N2O2 ωB97M-V with the def2-TZVPD basis set
C 0.996 0.986 -0.072
C -0.504 1.079 0.312
C -1.448 0.085 -0.243
C 0.545 -1.857 -0.105
H 1.035 0.948 -1.178
H 1.485 1.839 0.344
H -0.844 2.070 -0.128
H -0.521 1.144 1.449
H -2.287 0.522 -0.800
H 0.112 -2.777 -0.640
N -1.553 -1.198 0.041
N 1.648 -1.262 -0.322
O -0.376 -1.454 0.844
O 1.713 -0.125 0.499
```

Summary:
Total energy: -11315.459 eV
HOMO: -0.3624 Eh
Charge: 0
Energy above the lowest of the compared OMol25 structures with the same formula, charge and spin: 128.74 kcal/mol
SMILES: C1=N\O/C=N\OCC/1
Max |F|: 3.44 eV/Å

11.
Here is the molecule C4H6N2O2 at a distorted geometry from OMol25. Energies are from ωB97M-V with the def2-TZVPD basis set.

Geometry as XYZ:
```
14
C4H6N2O2 ωB97M-V with the def2-TZVPD basis set
C -1.471 -0.143 -0.015
C 0.797 0.468 -0.307
C 2.004 -0.403 -0.285
C 0.721 -0.625 0.597
H -2.639 -1.376 -0.243
H -1.800 1.697 0.156
H 0.237 0.194 -1.211
H 2.837 -0.116 0.438
H 2.590 -0.696 -1.212
H 0.938 -0.480 1.607
N -2.651 -0.267 -0.315
N -1.051 1.131 0.365
O 0.144 1.730 0.116
O -0.654 -1.112 0.309
```

Summary:
Total energy: -11313.754 eV
HOMO: -0.3206 Eh
Charge: 0
Energy above the lowest of the compared OMol25 structures with the same formula, charge and spin: 168.06 kcal/mol
SMILES: [H]/N=C1/NO[C@H]2C[C@@H]2O1
Max |F|: 5.28 eV/Å

12.
Here is the molecule C4H6N2O2 at a distorted geometry from OMol25. Energies are from ωB97M-V with the def2-TZVPD basis set.

Geometry as XYZ:
```
14
C4H6N2O2 ωB97M-V with the def2-TZVPD basis set
C -0.396 1.992 1.537
C 0.350 1.545 0.387
C 1.043 -1.454 -1.413
C -0.691 -0.886 0.070
H -0.270 3.108 1.665
H -1.001 1.244 2.061
H 1.150 2.063 -0.185
H 0.895 -1.451 -2.554
H 1.943 -1.725 -0.971
H -2.347 -1.888 0.459
N -0.002 0.253 -0.153
N -1.801 -0.980 0.750
O 1.181 -0.064 -0.862
O -0.055 -1.756 -0.791
```

Summary:
Total energy: -11315.138 eV
HOMO: -0.3016 Eh
Charge: 0
Energy above the lowest of the compared OMol25 structures with the same formula, charge and spin: 136.15 kcal/mol
SMILES: [H]/N=C1\OCON1C=C
Max |F|: 7.21 eV/Å